# 1
Molecular formula: C41H68NO3PReSe2
Method: DFT, ωB97M-V/def2-TZVPD

Element x y z (Å)
Re1 0.907 -1.026 -0.193
C1 -5.729 1.674 -0.213
C2 -5.639 0.307 0.489
C3 -6.839 -0.542 0.059
C4 -5.712 0.512 2.011
C5 -4.306 -0.346 0.130
C6 -3.136 0.294 0.473
C7 -1.914 -0.289 0.137
N1 -0.643 0.143 0.419
C8 -0.281 1.071 1.381
C9 -0.891 2.267 1.657
C10 -0.427 3.048 2.718
C11 0.663 2.567 3.506
C12 1.328 1.395 3.278
C13 0.876 0.609 2.152
O1 1.382 -0.512 1.784
C14 2.438 0.892 4.193
C15 3.706 0.567 3.386
C16 1.924 -0.377 4.905
C17 2.799 1.925 5.264
C18 -1.076 4.392 2.980
C19 -2.601 4.213 3.093
C20 -0.565 5.062 4.261
C21 -0.746 5.312 1.787
C22 -1.877 -1.578 -0.471
O2 -0.670 -2.109 -0.580
C23 -3.061 -2.234 -0.873
C24 -4.232 -1.581 -0.570
C25 -3.025 -3.582 -1.598
C26 -2.474 -4.654 -0.641
C27 -4.422 -4.010 -2.048
C28 -2.142 -3.477 -2.859
H1 -6.711 2.115 -0.030
H2 -5.597 1.572 -1.293
H3 -4.976 2.371 0.163
H4 -7.759 -0.047 0.371
H5 -6.820 -1.528 0.528
H6 -6.881 -0.664 -1.026
H7 -6.642 1.025 2.264
H8 -4.884 1.120 2.384
H9 -5.697 -0.446 2.537
H10 -3.172 1.238 0.995
H11 -1.704 2.610 1.034
H12 0.987 3.178 4.334
H13 3.604 -0.359 2.826
H14 4.549 0.460 4.071
H15 3.939 1.365 2.678
H16 1.661 -1.161 4.194
H17 1.045 -0.148 5.511
H18 2.703 -0.762 5.565
H19 3.196 2.846 4.825
H20 3.569 1.505 5.910
H21 1.947 2.175 5.902
H22 -2.851 3.495 3.878
H23 -3.050 3.872 2.157
H24 -3.062 5.168 3.349
H25 -0.739 4.445 5.146
H26 -1.100 6.001 4.405
H27 0.500 5.303 4.195
H28 -1.162 4.936 0.848
H29 0.337 5.420 1.671
H30 -1.162 6.305 1.970
H31 -5.158 -2.045 -0.873
H32 -3.161 -4.816 0.192
H33 -1.506 -4.369 -0.229
H34 -2.357 -5.601 -1.173
H35 -5.087 -4.190 -1.199
H36 -4.346 -4.944 -2.608
H37 -4.879 -3.266 -2.704
H38 -1.124 -3.163 -2.630
H39 -2.573 -2.760 -3.563
H40 -2.099 -4.451 -3.352
C29 7.001 -1.285 0.559
Se1 5.291 -0.542 -0.003
C30 4.769 -2.051 -1.126
C31 4.222 -3.211 -0.320
Se2 2.341 -3.132 0.286
C32 1.636 -4.343 -1.057
H41 7.711 -1.237 -0.261
H42 6.886 -2.311 0.901
H43 7.356 -0.673 1.384
H44 5.681 -2.372 -1.628
H45 4.064 -1.691 -1.872
H46 4.795 -3.361 0.591
H47 4.245 -4.138 -0.894
H48 2.037 -5.333 -0.857
H49 1.914 -3.985 -2.046
H50 0.554 -4.350 -0.960
C33 0.651 -0.694 -5.558
C34 1.673 -1.569 -4.806
C35 3.101 -1.177 -5.210
C36 1.424 -3.051 -5.132
C37 1.476 -1.359 -3.364
C38 1.249 -1.196 -2.175
H51 0.796 -0.806 -6.634
H52 0.777 0.360 -5.299
H53 -0.369 -0.993 -5.310
H54 3.251 -1.385 -6.271
H55 3.840 -1.746 -4.644
H56 3.280 -0.112 -5.047
H57 1.434 -3.192 -6.215
H58 0.453 -3.377 -4.752
H59 2.202 -3.685 -4.701
C39 2.451 3.391 -0.149
P1 2.078 2.009 -1.220
C40 3.256 1.994 -2.561
C41 0.455 2.264 -1.943
O3 2.169 0.718 -0.405
H60 2.276 4.338 -0.663
H61 3.499 3.330 0.149
H62 1.822 3.327 0.741
H63 3.254 2.955 -3.081
H64 2.979 1.197 -3.252
H65 4.250 1.794 -2.156
H66 0.507 3.038 -2.712
H67 -0.253 2.574 -1.173
H68 0.122 1.327 -2.391

For the HOMO energy (alpha / beta), the calculation gives -12.99 / -12.99 eV. The value obtained for the energy above the lowest of the compared OMol25 structures with the same formula, charge and spin is 0.000 eV. Its total charge is +2. Its expectation value of S² is 4.1922. Its HOMO-LUMO gap (alpha / beta) is 5.945 / 5.003 eV. The spin multiplicity is 4.


# 2
Molecular formula: C41H69B2N4O30
Method: DFT, ωB97M-V/def2-TZVPD

Element x y z (Å)
C1 -3.262 4.324 3.116
C2 -2.862 3.559 4.389
C3 -1.431 2.979 4.334
C4 -1.426 1.455 4.259
C5 -1.997 0.950 2.929
C6 -1.472 -0.429 2.539
C7 -2.356 -1.253 1.613
N1 -2.411 -0.799 0.194
C8 -1.325 -0.101 -0.264
N2 -0.215 -0.723 -0.542
C9 -0.005 -2.165 -0.336
C10 1.454 -2.534 -0.557
C11 2.343 -2.334 0.668
O1 3.330 -3.367 0.651
C12 4.116 -3.436 1.785
C13 3.454 -4.037 2.989
O2 5.258 -3.087 1.740
N3 -1.458 1.259 -0.485
B1 -0.245 2.129 -0.297
O3 0.973 1.803 -0.848
O4 -0.363 3.239 0.468
C14 -2.387 1.552 -1.607
C15 -2.986 2.940 -1.410
C16 -3.946 3.414 -2.521
C17 -5.229 4.007 -1.917
C18 -3.259 4.417 -3.449
O5 -1.553 1.528 -2.775
N4 -2.271 1.170 -3.990
O6 -1.593 1.333 -4.907
C19 -3.440 0.440 -1.617
C20 -3.663 -0.169 -0.243
O7 -4.111 0.767 0.704
B2 -5.444 1.092 0.817
O8 -5.704 2.313 1.364
O9 -6.402 0.180 0.428
H1 -2.659 4.000 2.264
H2 -3.105 5.394 3.242
H3 -4.314 4.171 2.875
H4 -2.965 4.212 5.255
H5 -3.550 2.719 4.519
H6 -0.847 3.289 5.202
H7 -0.935 3.363 3.435
H8 -2.043 1.047 5.066
H9 -0.415 1.061 4.408
H10 -3.086 0.901 2.995
H11 -1.765 1.682 2.150
H12 -0.446 -0.354 2.156
H13 -1.385 -1.027 3.453
H14 -2.049 -2.301 1.640
H15 -3.382 -1.237 1.976
H16 0.527 -0.163 -0.953
H17 -0.311 -2.439 0.668
H18 -0.635 -2.679 -1.062
H19 1.525 -3.575 -0.870
H20 1.854 -1.937 -1.382
H21 2.868 -1.373 0.617
H22 1.761 -2.352 1.596
H23 2.413 -3.740 3.091
H24 3.463 -5.123 2.866
H25 4.011 -3.770 3.882
H26 1.701 1.680 -0.226
H27 -1.234 3.655 0.448
H28 -3.475 2.942 -0.432
H29 -2.168 3.668 -1.371
H30 -4.237 2.559 -3.139
H31 -5.055 4.452 -0.937
H32 -5.994 3.236 -1.790
H33 -5.662 4.754 -2.582
H34 -2.433 3.969 -4.003
H35 -2.885 5.277 -2.887
H36 -3.969 4.794 -4.186
H37 -4.391 0.797 -2.010
H38 -3.120 -0.373 -2.271
H39 -4.388 -0.977 -0.362
H40 -6.595 2.384 1.723
H41 -7.124 0.555 -0.088
C21 0.552 5.873 1.971
C22 1.433 6.954 2.577
O10 0.478 7.972 2.896
C23 -0.735 7.398 3.038
O11 -1.705 7.942 3.457
O12 -0.702 6.109 2.623
H42 0.887 4.860 2.174
H43 0.419 6.005 0.896
H44 1.917 6.629 3.499
H45 2.178 7.352 1.895
C24 7.210 -2.918 -1.017
C25 5.830 -2.347 -1.287
O13 5.919 -1.985 -2.669
C26 6.891 -2.732 -3.248
O14 7.093 -2.782 -4.418
O15 7.588 -3.406 -2.309
H46 7.213 -3.731 -0.297
H47 7.925 -2.154 -0.709
H48 5.046 -3.093 -1.165
H49 5.595 -1.473 -0.685
C27 6.319 -4.931 -7.007
C28 4.940 -4.364 -7.284
O16 5.043 -3.969 -8.652
C29 6.026 -4.702 -9.239
O17 6.239 -4.730 -10.405
O18 6.719 -5.391 -8.303
H50 6.323 -5.762 -6.306
H51 7.017 -4.166 -6.666
H52 4.155 -5.119 -7.198
H53 4.693 -3.504 -6.666
C30 -1.433 -6.134 -2.699
C31 -1.189 -7.348 -1.821
O19 -0.787 -6.744 -0.574
C32 -1.287 -5.504 -0.533
O20 -1.306 -4.799 0.436
O21 -1.786 -5.136 -1.726
H54 -2.247 -6.255 -3.405
H55 -0.531 -5.806 -3.217
H56 -2.101 -7.918 -1.644
H57 -0.403 -8.006 -2.178
C33 -5.095 -6.153 1.209
C34 -6.443 -5.682 0.686
O22 -6.140 -5.372 -0.682
C35 -5.056 -6.084 -1.053
O23 -4.641 -6.180 -2.165
O24 -4.491 -6.675 0.022
H58 -5.154 -6.932 1.963
H59 -4.481 -5.330 1.580
H60 -7.198 -6.468 0.708
H61 -6.825 -4.795 1.183
C36 -1.431 10.713 1.471
C37 -1.869 11.945 2.243
O25 -1.725 12.979 1.265
C38 -1.796 12.423 0.032
O26 -1.876 13.028 -0.985
O27 -1.760 11.070 0.125
H62 -1.958 9.809 1.758
H63 -0.354 10.546 1.537
H64 -2.915 11.892 2.547
H65 -1.251 12.167 3.108
C39 8.798 -4.317 2.775
C40 7.553 -5.171 2.939
O28 8.067 -6.490 2.754
C41 9.395 -6.484 3.040
O29 10.071 -7.451 3.141
O30 9.831 -5.208 3.192
H66 8.808 -3.424 3.394
H67 8.975 -4.038 1.733
H68 7.131 -5.095 3.944
H69 6.781 -4.966 2.205

For the HOMO energy, the calculation gives -11.87 eV. Its total charge is +1. Its HOMO-LUMO gap is 8.952 eV.


# 3
Molecular formula: C41H71CsN7O8P
Method: DFT, ωB97M-V/def2-TZVPD

Element x y z (Å)
Cs1 -0.599 -0.849 1.190
C1 -5.549 -2.503 3.843
N1 -4.866 -1.443 3.123
C2 -5.640 -0.251 2.816
C3 -3.547 -1.478 2.821
O1 -2.982 -0.565 2.236
C4 -2.816 -2.753 3.226
O2 -1.420 -2.577 3.146
C5 -0.761 -3.821 3.122
C6 0.664 -3.660 2.614
O3 1.055 -2.620 2.103
N2 1.453 -4.752 2.742
C7 2.815 -4.713 2.237
C8 0.990 -5.995 3.337
H1 -6.614 -2.429 3.631
H2 -5.411 -2.423 4.925
H3 -5.219 -3.487 3.514
H4 -6.553 -0.532 2.290
H5 -5.048 0.406 2.189
H6 -5.904 0.286 3.730
H7 -3.133 -3.534 2.523
H8 -3.100 -3.048 4.243
H9 -1.269 -4.503 2.428
H10 -0.759 -4.272 4.123
H11 2.973 -3.764 1.734
H12 2.973 -5.526 1.526
H13 3.534 -4.811 3.054
H14 0.033 -6.309 2.920
H15 0.898 -5.921 4.423
H16 1.718 -6.772 3.115
C9 3.199 -0.352 3.062
O4 2.691 0.749 3.787
C10 3.180 1.991 3.325
C11 2.573 2.442 2.017
O5 1.225 2.784 2.249
C12 0.561 3.127 1.056
H17 4.297 -0.359 3.089
H18 2.868 -0.356 2.019
H19 2.818 -1.251 3.539
H20 4.274 1.949 3.221
H21 2.931 2.722 4.095
H22 2.639 1.662 1.247
H23 3.131 3.319 1.652
H24 1.025 4.007 0.588
H25 -0.470 3.371 1.314
H26 0.581 2.301 0.338
N3 -3.496 1.007 -0.743
N4 -3.731 0.223 -1.897
C13 -3.327 -1.122 -1.864
N5 -3.806 -1.866 -2.914
N6 -2.634 -1.512 -0.840
N7 -2.196 -2.796 -0.759
O6 -1.707 -3.139 0.387
O7 -2.212 -3.607 -1.763
H27 -2.591 1.453 -0.857
H28 -3.413 0.381 0.059
H29 -4.704 0.295 -2.161
H30 -3.839 -1.368 -3.791
H31 -3.339 -2.776 -2.920
O8 1.767 0.335 -0.718
P1 2.276 0.277 -2.128
C14 3.849 1.239 -2.155
C15 3.692 2.720 -1.771
C16 3.615 3.667 -2.967
C17 4.793 3.461 -3.916
C18 4.837 2.021 -4.419
C19 4.899 1.029 -3.261
C20 0.943 0.846 -3.256
C21 0.192 2.036 -2.639
C22 -1.059 2.361 -3.452
C23 -0.739 2.596 -4.926
C24 0.002 1.400 -5.516
C25 1.277 1.117 -4.723
C26 2.858 -1.428 -2.522
C27 2.777 -1.948 -3.968
C28 1.376 -2.402 -4.396
C29 0.745 -3.356 -3.381
C30 0.781 -2.770 -1.975
C31 2.206 -2.437 -1.564
H32 4.253 0.743 -1.261
H33 4.569 3.004 -1.178
H34 2.827 2.840 -1.114
H35 3.593 4.698 -2.606
H36 2.684 3.512 -3.517
H37 5.726 3.688 -3.388
H38 4.729 4.154 -4.758
H39 5.711 1.872 -5.058
H40 3.965 1.823 -5.042
H41 5.881 1.141 -2.787
H42 4.864 0.005 -3.640
H43 0.249 -0.004 -3.217
H44 0.842 2.915 -2.596
H45 -0.076 1.790 -1.612
H46 -1.556 3.238 -3.029
H47 -1.765 1.530 -3.368
H48 -0.111 3.489 -5.026
H49 -1.657 2.790 -5.485
H50 0.250 1.583 -6.564
H51 -0.646 0.516 -5.490
H52 1.917 1.997 -4.792
H53 1.826 0.287 -5.170
H54 3.918 -1.359 -2.248
H55 3.439 -2.820 -4.020
H56 3.181 -1.220 -4.677
H57 1.447 -2.880 -5.376
H58 0.718 -1.540 -4.527
H59 1.300 -4.302 -3.382
H60 -0.285 -3.589 -3.651
H61 0.332 -3.467 -1.267
H62 0.161 -1.867 -1.930
H63 2.806 -3.355 -1.596
H64 2.238 -2.059 -0.542
C32 -5.203 4.098 3.696
C33 -4.822 3.490 2.478
C34 -3.667 2.767 2.397
C35 -2.833 2.622 3.533
C36 -1.635 1.899 3.553
C37 -0.800 1.759 4.601
C38 -1.193 2.385 5.816
C39 -2.358 3.095 5.888
C40 -3.207 3.239 4.761
C41 -4.416 3.976 4.806
H65 -6.123 4.667 3.743
H66 -5.453 3.597 1.604
H67 -3.381 2.292 1.467
H68 0.137 1.217 4.527
H69 -0.554 2.299 6.686
H70 -2.649 3.572 6.817
H71 -4.705 4.446 5.739

For the HOMO energy (alpha / beta), the calculation gives -7.92 / -4.69 eV. The value obtained for the energy above the lowest of the compared OMol25 structures with the same formula, charge and spin is 2.780 eV. Its total charge is 0. Its HOMO-LUMO gap (alpha / beta) is 8.106 / 4.860 eV.